(1)
Below is a cluster of 20 separate species, C6H51NO23S in total in a non-equilibrium geometry, with properties calculated with wB97M-V/def2-TZVPD.

Atoms and positions in Å:
H  2.018  5.766  0.086
H  -3.500  -5.605  8.768
H  0.317  6.021  -1.805
O  -1.962  -5.047  3.981
H  1.785  2.313  -5.756
H  -2.244  -2.641  -9.154
O  -2.858  -7.509  5.548
C  -0.032  2.934  -0.221
H  2.442  10.177  3.452
H  0.167  0.552  -10.123
H  2.632  -1.003  -0.945
O  -7.512  -2.426  5.263
H  0.199  -0.880  -9.594
H  0.221  9.535  1.863
O  -3.019  -0.088  3.315
H  -3.711  -7.957  5.644
O  1.084  -4.609  1.925
H  0.658  -4.312  1.107
O  1.374  -6.582  -2.404
H  1.137  -1.044  0.229
H  1.923  7.289  0.044
H  5.676  -3.582  -0.335
O  0.758  -0.097  -9.712
H  -0.281  -4.237  -2.080
O  0.025  -4.387  -1.173
H  3.835  4.738  0.044
H  -0.242  2.312  -2.500
O  1.289  2.809  -5.088
H  0.609  2.037  3.116
C  1.020  2.168  0.774
H  -3.989  -2.017  3.870
H  0.347  5.250  -3.122
H  -1.823  2.281  -1.472
H  -6.599  -2.708  5.101
H  -2.057  -1.591  1.263
H  0.425  1.169  -7.920
H  1.192  -6.026  -1.632
O  -4.424  -2.799  4.240
O  0.188  2.097  -8.070
O  0.189  5.134  -2.174
H  -2.276  -1.209  -9.683
O  1.529  10.460  3.614
H  -1.725  -5.974  4.131
O  0.069  9.113  1.005
H  -2.407  -7.681  6.389
H  0.306  8.185  1.155
H  1.752  3.011  1.196
C  0.641  -0.103  -1.851
C  -0.660  2.016  -1.421
O  5.757  -3.565  0.631
O  -1.685  -1.858  -9.271
H  -3.669  -5.799  7.263
H  3.068  -1.609  1.894
H  0.706  0.348  2.124
H  1.180  -2.316  -1.161
O  -1.143  1.419  2.064
H  -0.692  -4.893  -0.764
H  -7.425  -1.504  5.547
H  4.172  -2.241  1.048
O  1.487  6.507  0.414
H  0.340  2.519  -7.212
N  -0.578  0.523  -1.213
H  0.581  3.809  -0.755
H  0.347  -4.906  2.479
O  1.079  0.101  -3.097
H  1.712  1.376  0.258
O  -3.121  -6.078  8.012
H  1.616  11.382  3.897
H  -0.721  0.233  -0.222
S  -1.507  -0.072  2.878
C  1.476  -1.200  -0.905
O  3.578  -1.476  1.080
O  3.215  4.059  -0.260
C  0.330  1.476  2.100
H  -1.810  -4.624  4.839
H  3.509  3.859  -1.162
O  -1.234  -1.409  1.809
H  1.914  -7.305  -2.050
H  -0.892  3.497  0.385
H  -3.893  -3.540  3.912
H  6.398  -4.265  0.825
H  1.418  2.299  -4.274

Values from the calculation:
LUMO = -0.053 eV
HOMO level = -9.30 eV
calculated total energy = -2442.4754 hartree

***

(2)
Below is a cluster of 2 separate species, C4H13NS in total in a non-equilibrium geometry, with properties calculated with wB97M-V/def2-TZVPD.

Atoms and positions in Å:
H  1.190  -2.368  0.363
H  -0.994  1.848  -0.013
H  0.617  1.631  0.707
H  -0.840  2.360  -2.327
H  -1.198  -0.583  0.084
H  0.957  -2.888  2.034
H  0.078  -0.305  -0.924
C  0.040  1.783  -2.684
C  0.199  -0.930  1.599
H  0.957  1.924  -2.160
C  -0.433  1.300  0.761
H  -0.458  -0.841  2.495
H  -0.411  -2.924  0.865
S  -0.303  -0.346  -2.352
H  1.185  -0.537  1.880
C  0.462  -2.366  1.200
N  -0.357  -0.154  0.498
H  -0.815  1.637  1.735
H  0.122  1.759  -3.761

Values from the calculation:
SMILES = CCNC.CS
energy relative to the best compared isomer or geometry (same formula, charge and spin) = 172.3 kJ/mol
LUMO = 0.870 eV
HOMO level = -8.15 eV
calculated total energy = -613.0634 hartree

***

(3)
Below is a cluster of 12 separate species, C28H72FN14O27P in total in a non-equilibrium geometry, with properties calculated with wB97M-V/def2-TZVPD.

Atoms and positions in Å:
C  -2.666  2.239  -0.312
O  -4.790  2.397  2.632
C  5.416  -5.766  -2.098
H  0.723  -2.980  -5.121
H  6.268  5.219  6.371
H  5.687  -6.770  -1.787
H  1.112  -2.488  -1.918
H  1.722  0.214  -2.378
H  0.846  -3.717  1.431
H  -5.311  4.738  3.596
H  3.291  -10.920  -1.185
H  -1.241  -3.197  -0.730
H  -3.457  0.341  -1.006
O  -2.835  3.300  2.697
H  3.118  -2.654  -6.177
C  2.584  -10.104  -1.274
H  -0.352  -1.507  -1.790
N  -3.275  -1.607  5.062
H  1.583  -2.957  -3.600
H  4.782  -2.765  -3.160
H  5.882  4.773  8.065
F  -3.049  -3.251  0.924
C  -2.489  0.787  -0.772
P  1.592  1.573  0.775
O  -0.657  4.781  -2.238
N  5.960  1.692  4.315
H  -2.858  6.507  -2.944
N  -4.361  5.680  -4.149
H  0.671  4.402  -3.718
N  3.930  -2.225  -3.112
N  0.864  4.994  2.854
O  2.550  -8.029  -2.276
O  3.707  -5.661  -0.549
H  0.064  2.950  -2.922
H  -4.790  -4.369  1.937
O  -4.918  7.362  1.240
N  -6.546  -5.216  2.692
C  4.118  -1.287  -1.995
H  -1.912  0.717  -1.699
H  -2.668  6.761  -4.703
O  -5.181  6.579  -4.092
C  -0.819  -3.721  0.125
N  2.071  1.195  2.231
C  3.369  -1.753  -0.741
O  4.343  -9.202  -2.491
O  3.502  5.761  7.844
H  -5.012  -4.223  3.703
H  -3.320  3.832  -1.647
H  -6.538  7.609  -0.528
C  4.796  0.950  3.757
C  -1.754  -3.629  1.320
C  -1.269  4.208  -1.093
H  5.508  -5.649  -3.171
O  -2.451  -2.395  5.478
C  -4.491  4.192  4.051
H  4.996  0.765  2.708
C  -5.103  -4.880  2.842
H  0.540  -0.285  -3.386
C  2.659  -2.139  -5.327
O  -0.827  -3.893  -2.809
H  -2.807  -3.819  -5.063
H  -1.858  -4.600  1.800
H  -2.042  2.459  0.548
H  -2.550  -0.191  1.122
C  0.733  -1.488  -1.717
H  -2.984  0.186  4.021
H  0.157  0.847  -1.000
H  -2.481  -5.193  -3.956
H  3.661  -0.526  -4.366
O  -4.622  4.520  -4.368
H  -5.379  6.914  -1.702
C  0.581  -3.248  0.480
N  -4.903  6.587  0.309
H  -1.777  -1.121  -0.129
O  -6.865  -6.386  2.746
H  1.489  6.966  2.503
O  0.732  4.109  3.670
C  -2.419  3.255  -1.443
H  5.178  -1.202  -1.742
H  1.249  3.990  -2.090
H  4.101  -1.950  0.044
C  -2.780  -4.155  -4.031
H  2.037  -4.149  -4.796
O  0.575  4.904  1.677
H  5.013  3.996  6.712
O  -4.124  5.662  0.184
C  -1.860  -0.113  0.281
H  3.787  -0.282  -2.245
H  -2.334  5.154  -3.978
C  -2.935  6.051  -3.926
H  2.623  1.773  -0.160
C  1.105  -1.002  -0.321
H  -0.529  3.644  -0.522
H  -1.416  -2.892  2.045
H  -6.491  5.840  -0.816
H  0.876  2.771  0.753
H  3.909  1.555  3.871
O  7.047  1.162  4.268
N  1.270  -0.604  -2.765
O  -7.307  -4.290  2.518
O  -1.950  -2.126  -3.314
O  5.749  2.801  4.773
H  -1.991  -1.187  3.454
H  1.719  1.927  2.844
N  -1.765  -3.327  -3.324
H  2.341  -9.677  -0.306
C  0.381  3.986  -2.757
H  1.681  -10.413  -1.792
C  -2.969  -0.877  3.803
C  -5.913  6.758  -0.770
H  -3.674  4.851  4.318
O  4.605  6.954  6.433
C  1.430  6.282  3.340
H  -4.841  3.621  4.906
O  -4.343  -1.374  5.587
C  1.704  -3.123  -4.664
H  -2.146  2.756  -2.375
N  4.451  5.963  7.118
C  0.434  0.389  -0.046
O  1.970  -0.983  -5.823
H  6.001  -5.026  -1.560
H  -3.708  2.344  -0.017
H  4.709  0.014  4.300
H  -3.743  -1.133  3.084
O  -0.648  0.354  0.838
N  3.989  -5.556  -1.730
O  2.489  -0.773  -0.198
H  1.291  -1.297  -6.424
H  0.767  6.653  4.115
N  3.211  -9.025  -2.084
H  4.730  -1.751  -4.993
H  -4.554  -5.802  2.988
H  -3.735  -3.976  -3.548
N  -3.993  3.217  3.042
H  -1.662  5.021  -0.487
H  -0.743  -4.769  -0.172
H  1.296  -3.629  -0.246
C  3.799  -1.603  -4.440
H  2.412  6.068  3.752
O  0.670  -1.853  0.707
O  3.214  -5.295  -2.615
C  5.494  4.903  7.059
H  2.870  -2.697  -0.946

Values from the calculation:
SMILES = COCCCCCO[C@@H]([PH2]=N)[C@](CN)(OCCCF)OCCNC[C@@H](C)O.C[N+](=O)[O-].C[N+](=O)[O-].C[N+](=O)[O-].C[N+](=O)[O-].C[N+](=O)[O-].C[N+](=O)[O-].C[N+](=O)[O-].C[N+](=O)[O-].C[N+](=O)[O-].C[N+](=O)[O-].C[N+](=O)[O-]
LUMO = -0.097 eV
HOMO level = -8.22 eV
calculated total energy = -4348.1666 hartree

***

(4)
Below is a structure of composition C4H13N2O2 in a non-equilibrium geometry, with properties calculated with wB97M-V/def2-TZVPD.

Atoms and positions in Å:
H  3.146  -1.049  -0.849
O  -3.711  -0.331  0.124
H  -0.569  2.208  -1.381
H  0.891  -1.553  -1.013
H  -2.304  0.918  0.929
O  0.305  1.845  -1.217
N  3.057  0.014  1.039
H  1.251  -1.895  0.657
H  -1.112  -0.882  -1.057
C  -2.534  0.256  0.040
H  3.811  0.684  0.991
H  0.180  1.130  -0.505
C  1.179  -1.073  -0.071
C  -1.328  -0.766  0.000
C  2.516  -0.377  -0.254
H  -2.324  0.939  -0.820
H  -1.693  -1.754  0.320
H  -0.561  -0.522  1.022
N  0.258  -0.118  0.560
H  2.303  0.494  -0.897
H  2.306  0.321  1.636

Values from the calculation:
energy relative to the best compared isomer or geometry (same formula, charge and spin) = 416.6 kJ/mol
net charge = -1
LUMO = 3.791 eV
HOMO level = -3.03 eV
calculated total energy = -420.0602 hartree

***

(5)
Below is an isolated molecule of C3H8N2O, with properties calculated with wB97M-V/def2-TZVPD.

Atoms and positions in Å:
H  -1.273  1.602  -0.136
H  -3.058  0.344  0.091
H  0.650  -1.428  -0.157
H  1.000  2.074  -0.090
N  -0.633  0.887  0.197
H  2.708  0.397  0.187
C  -2.390  -0.508  0.003
C  1.676  0.069  0.346
H  -2.799  -1.507  -0.043
O  1.590  -1.236  -0.192
N  -1.127  -0.361  0.016
C  0.729  1.053  -0.319
H  1.517  0.095  1.426
H  0.769  0.945  -1.410

Values from the calculation:
SMILES = C=NNCCO
energy relative to the best compared isomer or geometry (same formula, charge and spin) = 243.6 kJ/mol
LUMO = 1.026 eV
HOMO level = -9.11 eV
calculated total energy = -303.7993 hartree

***

Q: What is the formula in the fourth record?
A: C4H13N2O2

***

Q: Which value of calculated total energy does entry 1 give?
A: -2442.4754 hartree